Entry 1:
{
  "formula": "C6H13N2S",
  "method": "the ωB97M-V functional and the def2-TZVPD basis",
  "homo_energy_ha": -0.499,
  "gap_ev": 10.7,
  "charge": 1,
  "species": ["S", "N", "N", "C", "C", "C", "C", "C", "C", "H", "H", "H", "H", "H", "H", "H", "H", "H", "H", "H", "H", "H"],
  "coordinates": [[0.709, -1.946, 0.418], [-0.609, 0.527, -0.587], [0.615, 1.246, 2.422], [2.036, -1.973, 1.684], [-1.189, -0.438, -1.562], [-1.480, 1.672, -0.328], [-0.333, -0.377, 0.632], [0.264, 0.459, 1.653], [0.758, 0.917, -1.097], [2.624, -1.133, 1.611], [1.640, -1.871, 2.631], [-0.799, -1.439, -1.457], [-0.851, 2.509, -0.218], [1.127, -0.129, -1.014], [-1.079, -0.253, -2.667], [2.620, -2.883, 1.477], [-2.093, 1.532, 0.551], [-2.286, 1.964, -1.093], [-1.386, -0.742, 1.087], [1.282, 1.691, -0.655], [-2.250, -0.563, -1.350], [0.679, 1.230, -2.136]],
  "forces_ev_per_angstrom": [[-0.629, 0.174, -0.398], [0.829, -1.377, -1.066], [-0.026, -0.780, -0.576], [-0.680, -0.655, -1.691], [-1.282, -0.864, -1.788], [-2.421, 0.944, -0.393], [-1.913, -1.025, 2.673], [-0.004, 1.145, 0.884], [-1.160, -2.889, -2.133], [1.748, 1.852, -0.747], [-1.045, -0.709, 2.086], [0.569, -0.040, 0.340], [0.545, 1.074, 0.445], [1.480, 1.287, -0.610], [0.090, 0.779, 1.341], [-0.496, 0.302, 0.194], [0.210, -0.237, 0.542], [1.671, -1.098, 0.350], [2.205, 0.925, -1.406], [0.682, 1.174, 1.983], [-0.080, 0.342, 0.073], [-0.294, -0.326, -0.103]],
  "nbo_charge": [0.242, -0.226, -0.196, -0.693, -0.443, -0.438, -0.281, 0.188, -0.428, 0.229, 0.235, 0.245, 0.240, 0.238, 0.265, 0.273, 0.245, 0.269, 0.305, 0.250, 0.241, 0.238]
}

---

Entry 2:
{
  "formula": "C6H13N3",
  "method": "the ωB97M-V functional and the def2-TZVPD basis",
  "homo_energy_ha": -0.265,
  "gap_ev": 8.1,
  "species": ["N", "N", "N", "C", "C", "C", "C", "C", "C", "H", "H", "H", "H", "H", "H", "H", "H", "H", "H", "H", "H", "H"],
  "coordinates": [[1.766, -0.203, -1.211], [-0.750, -2.216, 0.291], [0.988, 0.020, -0.043], [1.767, 0.284, 1.156], [-2.077, -0.280, -0.262], [-0.101, 0.910, -0.315], [-1.899, -1.463, 0.352], [-0.215, 2.131, 0.224], [-1.113, 0.318, -1.258], [1.082, 0.385, 1.995], [2.338, -1.034, -1.072], [0.090, -1.614, 0.026], [-0.655, -0.445, -1.885], [2.426, -0.570, 1.329], [-0.601, -2.824, 1.083], [-1.601, 1.089, -1.849], [-2.672, -1.847, 1.008], [2.381, 0.591, -1.397], [0.568, 2.606, 0.794], [-1.102, 2.712, 0.049], [-2.999, 0.254, -0.095], [2.380, 1.193, 1.080]],
  "forces_ev_per_angstrom": [[0.041, -0.056, -0.090], [1.427, 0.308, -0.712], [0.188, 0.489, 0.076], [0.011, 0.048, -0.144], [-0.897, -1.170, -0.562], [0.951, 0.853, -0.778], [-0.287, 0.984, 0.307], [0.334, -0.479, -0.268], [-0.025, -0.007, 1.394], [0.026, 0.006, 0.064], [-0.148, 0.176, -0.016], [-1.332, -1.198, 0.729], [-0.004, 0.114, -0.100], [-0.016, 0.085, 0.018], [0.055, 0.072, -0.181], [0.092, -0.067, -0.106], [-0.031, 0.032, -0.017], [-0.042, -0.068, 0.142], [-0.009, -0.182, 0.352], [-0.176, 0.137, -0.162], [-0.154, -0.033, 0.066], [-0.005, -0.041, -0.014]],
  "nbo_charge": [-0.655, -0.853, -0.335, -0.420, -0.304, 0.233, 0.009, -0.505, -0.494, 0.220, 0.353, 0.405, 0.239, 0.197, 0.374, 0.223, 0.188, 0.335, 0.199, 0.207, 0.207, 0.175]
}

---

Entry 3:
{
  "formula": "C6H13N3",
  "method": "the ωB97M-V functional and the def2-TZVPD basis",
  "homo_energy_ha": -0.299,
  "gap_ev": 8.9,
  "species": ["N", "N", "N", "C", "C", "C", "C", "C", "C", "H", "H", "H", "H", "H", "H", "H", "H", "H", "H", "H", "H", "H"],
  "coordinates": [[0.387, -0.451, -0.667], [-0.153, -0.575, 0.556], [-0.701, 2.043, -0.458], [-0.638, 2.219, 1.049], [-1.527, -0.187, 0.574], [1.462, -1.214, -0.816], [2.129, -1.039, -2.125], [0.297, -1.656, 1.401], [-1.652, 1.388, 0.352], [-0.490, -1.849, 2.170], [0.064, 1.381, -0.720], [3.140, -0.739, -1.886], [1.344, -1.235, 2.004], [-2.648, 1.739, 0.212], [0.490, -2.753, 0.846], [-0.817, 3.173, 1.386], [-1.928, -0.418, 1.587], [2.060, -1.955, -2.795], [0.069, 1.626, 1.638], [-1.912, -0.808, -0.205], [1.674, -0.297, -2.715], [1.808, -2.046, -0.147]],
  "forces_ev_per_angstrom": [[3.395, -2.860, 0.679], [0.361, -0.705, 1.441], [2.079, 0.231, 0.490], [0.146, -2.342, -1.409], [-0.128, 1.593, 0.930], [-1.891, 0.768, -1.317], [0.561, -1.885, -0.403], [1.650, -0.704, 1.548], [-0.050, -2.095, 0.612], [0.800, 0.287, -0.501], [-1.037, 0.834, 0.041], [0.611, -0.213, -0.606], [-2.702, -1.733, -1.767], [-0.745, 0.092, 0.098], [-0.493, 2.910, 1.360], [-0.627, 1.994, 0.698], [-0.021, 0.036, -0.908], [0.595, 0.755, 1.071], [0.071, 0.299, -0.461], [-1.651, 0.037, -0.529], [-0.637, 1.242, -0.407], [-0.289, 1.459, -0.659]],
  "nbo_charge": [-0.262, -0.291, -0.587, -0.288, -0.224, -0.003, -0.653, -0.447, -0.078, 0.218, 0.386, 0.216, 0.209, 0.194, 0.191, 0.195, 0.205, 0.214, 0.192, 0.193, 0.227, 0.194]
}

---

Entry 4:
{
  "formula": "C6H13N3",
  "method": "the ωB97M-V functional and the def2-TZVPD basis",
  "homo_energy_ha": [-0.242, -0.243],
  "gap_ev": [7.3, 7.3],
  "species": ["N", "N", "N", "C", "C", "C", "C", "C", "C", "H", "H", "H", "H", "H", "H", "H", "H", "H", "H", "H", "H", "H"],
  "coordinates": [[0.612, 1.852, 1.184], [-0.932, 0.445, 2.208], [-0.134, -0.240, 0.051], [0.986, -0.680, -0.490], [-0.207, 0.857, 1.093], [-1.187, 0.454, -0.567], [1.088, -0.855, -1.967], [2.187, -0.769, 0.382], [-2.618, 0.154, -0.267], [2.967, -1.383, -0.067], [0.134, -1.177, -2.393], [-2.831, 0.194, 0.802], [-3.259, 0.896, -0.746], [1.357, 0.085, -2.468], [-0.971, 0.816, -1.568], [1.856, -1.587, -2.219], [0.969, 2.148, 0.282], [-0.800, 1.078, 2.983], [-2.925, -0.838, -0.627], [1.949, -1.170, 1.369], [-0.823, -0.526, 2.459], [2.582, 0.245, 0.566]],
  "forces_ev_per_angstrom": [[-0.170, -0.105, -0.076], [-0.162, 0.078, -0.133], [0.491, 0.272, 0.097], [-0.444, 0.154, 0.200], [0.588, -0.462, 0.101], [-0.055, 0.104, -0.244], [-0.072, 0.021, 0.010], [-0.034, 0.055, 0.092], [-0.167, -0.155, 0.222], [-0.056, 0.050, -0.018], [-0.016, 0.048, 0.036], [0.063, -0.070, 0.010], [0.117, -0.042, -0.078], [-0.006, -0.009, 0.025], [0.046, -0.012, -0.031], [-0.037, 0.031, 0.063], [-0.024, -0.057, -0.009], [0.028, 0.005, -0.082], [-0.017, 0.061, -0.019], [-0.041, 0.013, -0.050], [-0.019, 0.056, -0.088], [-0.013, -0.036, -0.026]],
  "nbo_charge": [-0.817, -0.843, -0.359, 0.270, 0.565, -0.152, -0.671, -0.668, -0.648, 0.222, 0.232, 0.233, 0.219, 0.224, 0.180, 0.226, 0.336, 0.399, 0.198, 0.230, 0.380, 0.242]
}

---

Entry 5:
{
  "formula": "C6H13N3",
  "method": "the ωB97M-V functional and the def2-TZVPD basis",
  "homo_energy_ha": -0.323,
  "gap_ev": 9.6,
  "species": ["N", "N", "N", "C", "C", "C", "C", "C", "C", "H", "H", "H", "H", "H", "H", "H", "H", "H", "H", "H", "H", "H"],
  "coordinates": [[-0.172, -0.431, -2.435], [0.980, -0.238, 1.963], [-0.459, 1.764, -2.874], [0.455, 0.674, 2.945], [-0.175, -0.872, 1.121], [-0.889, 0.210, 0.260], [-0.215, 0.566, -3.360], [0.332, -1.560, -0.218], [-0.019, -0.117, -0.960], [1.591, 1.265, 3.262], [-1.933, -0.195, 0.367], [-0.804, -1.332, 2.037], [-0.855, -1.992, -0.433], [0.196, -1.220, -2.892], [-0.782, 1.849, -1.712], [-1.344, 1.250, 0.967], [0.792, 0.537, -0.987], [0.053, 0.076, 3.971], [1.327, -2.257, -0.326], [1.785, 0.082, 1.271], [0.202, 0.247, -4.658], [-0.066, 1.693, 2.691]],
  "forces_ev_per_angstrom": [[-1.445, 0.415, -0.175], [-0.321, -0.960, -3.281], [-0.686, -0.295, 0.494], [4.142, 2.531, 3.045], [2.288, 1.655, 2.633], [-4.590, 0.362, 3.465], [0.430, 2.828, 0.911], [-3.634, 0.199, 0.420], [1.696, -3.638, -0.968], [-3.278, -1.749, -0.084], [0.596, -0.046, -1.635], [1.074, 0.340, -2.641], [3.886, -0.224, -0.114], [0.469, -1.892, 0.880], [1.265, -0.977, -4.537], [2.575, -2.172, -2.727], [1.546, 1.204, 0.441], [0.857, 1.843, -3.044], [-2.816, 1.846, 0.189], [-2.421, -0.242, 2.253], [-1.620, 1.307, 4.393], [-0.014, -2.335, 0.083]],
  "nbo_charge": [-0.645, -0.679, -0.762, -0.448, -0.053, -0.497, 0.289, -0.439, -0.055, 0.197, 0.236, 0.210, 0.226, 0.391, 0.353, 0.246, 0.202, 0.216, 0.258, 0.368, 0.193, 0.193]
}

---

Entry 6:
{
  "formula": "C6H13N3",
  "method": "the ωB97M-V functional and the def2-TZVPD basis",
  "homo_energy_ha": -0.341,
  "gap_ev": 9.4,
  "species": ["N", "N", "N", "C", "C", "C", "C", "C", "C", "H", "H", "H", "H", "H", "H", "H", "H", "H", "H", "H", "H", "H"],
  "coordinates": [[-0.576, -2.287, -2.372], [1.007, 0.448, 1.870], [-1.914, 0.629, -1.340], [-2.357, -1.136, 0.374], [0.770, 1.738, -0.175], [1.006, 0.368, 0.425], [2.238, -0.317, -0.167], [-1.098, -1.505, -1.720], [-1.731, -0.542, -0.862], [-1.700, -1.885, 0.821], [-2.563, -0.350, 1.102], [-2.467, 1.237, -0.743], [3.133, 0.270, 0.033], [1.658, 2.367, -0.077], [1.242, -0.443, 2.293], [2.372, -1.307, 0.265], [0.107, -0.264, 0.133], [2.125, -0.429, -1.242], [1.631, 1.181, 2.198], [-0.063, 2.238, 0.313], [-3.296, -1.627, 0.102], [0.475, 1.618, -1.230]],
  "forces_ev_per_angstrom": [[0.151, -0.378, -0.239], [-0.228, 0.128, 0.352], [0.412, -0.820, -0.149], [0.225, 0.155, 0.236], [-0.188, -0.173, -0.435], [-0.803, -0.846, -0.525], [-0.223, 0.131, 0.068], [0.562, 0.047, -0.209], [-1.871, 1.025, -0.227], [-0.081, 0.084, 0.008], [0.012, -0.066, -0.013], [0.012, -0.127, 0.377], [0.113, 0.070, 0.014], [-0.018, -0.001, -0.142], [0.176, 0.242, 0.039], [0.013, -0.070, 0.018], [1.216, 0.634, 0.537], [0.060, -0.039, -0.174], [0.016, -0.310, 0.039], [-0.065, 0.051, 0.192], [0.112, 0.029, -0.034], [0.396, 0.236, 0.266]],
  "nbo_charge": [-0.267, -0.848, -0.541, -0.670, -0.624, -0.032, -0.623, 0.224, 0.176, 0.237, 0.235, 0.345, 0.200, 0.204, 0.358, 0.204, 0.162, 0.216, 0.357, 0.212, 0.243, 0.231]
}

---

Entry 7:
{
  "formula": "C6H13N3",
  "method": "the ωB97M-V functional and the def2-TZVPD basis",
  "homo_energy_ha": -0.267,
  "gap_ev": 8.0,
  "species": ["N", "N", "N", "C", "C", "C", "C", "C", "C", "H", "H", "H", "H", "H", "H", "H", "H", "H", "H", "H", "H", "H"],
  "coordinates": [[2.175, -1.118, -0.506], [0.006, 1.900, -0.663], [2.547, 1.058, 0.397], [-1.244, -1.672, -0.522], [0.163, 0.480, -0.351], [0.369, -0.077, 1.024], [1.566, 0.026, 0.131], [-2.281, 0.400, 0.501], [-1.025, -0.303, 0.061], [-0.308, 2.420, 0.151], [0.363, -1.006, 1.581], [3.190, -1.062, -0.441], [-0.303, -2.133, -0.829], [2.059, 1.894, 0.714], [-2.854, 0.745, -0.366], [2.938, 1.338, -0.502], [-1.903, -1.599, -1.394], [-2.065, 1.268, 1.130], [-2.921, -0.282, 1.068], [-1.737, -2.322, 0.208], [-0.698, 2.021, -1.387], [1.964, -1.977, -0.005]],
  "forces_ev_per_angstrom": [[0.504, -0.663, 0.143], [-0.014, -0.075, 0.189], [-0.886, -0.109, -0.176], [0.029, -0.305, 0.164], [-1.165, 2.580, -0.746], [0.516, -0.520, 3.107], [-1.890, -0.899, -1.765], [0.308, 0.246, 0.347], [2.960, -0.615, -2.035], [0.057, -0.013, -0.009], [-0.463, 0.624, 0.796], [-0.180, 0.292, -0.074], [-0.146, 0.089, -0.048], [0.095, -0.271, 0.145], [0.110, -0.072, 0.033], [0.109, -0.103, 0.040], [0.073, -0.063, 0.054], [0.016, -0.136, -0.067], [0.113, 0.018, -0.069], [0.020, -0.039, -0.071], [0.037, -0.113, 0.077], [-0.201, 0.148, -0.032]],
  "nbo_charge": [-0.848, -0.860, -0.809, -0.628, 0.191, -0.594, 0.290, -0.641, 0.086, 0.369, 0.288, 0.372, 0.229, 0.377, 0.225, 0.363, 0.214, 0.229, 0.223, 0.202, 0.366, 0.357]
}

---

Entry 8:
{
  "formula": "C6H13N3",
  "method": "the ωB97M-V functional and the def2-TZVPD basis",
  "homo_energy_ha": -0.313,
  "gap_ev": 9.4,
  "species": ["N", "N", "N", "C", "C", "C", "C", "C", "C", "H", "H", "H", "H", "H", "H", "H", "H", "H", "H", "H", "H", "H"],
  "coordinates": [[2.962, 0.086, 1.756], [-0.840, 0.924, -2.078], [-1.305, -0.021, 0.099], [0.138, 0.254, -1.623], [-0.119, -0.634, -0.450], [1.909, 0.555, 0.804], [-2.320, -1.014, 0.853], [1.106, -0.778, 0.637], [-1.774, 0.894, -0.975], [-2.491, 0.492, -1.636], [1.000, -1.115, 1.733], [-0.461, -1.606, -1.013], [1.683, -1.428, 0.065], [2.598, 1.146, 0.002], [-1.647, -1.622, 1.645], [0.915, 0.103, -2.331], [2.423, -0.715, 2.332], [3.105, 0.798, 2.459], [-2.000, 1.949, -0.592], [-2.850, -0.353, 1.837], [1.333, 1.387, 1.339], [-2.969, -1.612, 0.238]],
  "forces_ev_per_angstrom": [[-1.624, -2.214, 1.841], [2.115, 1.063, 2.367], [-1.903, -0.598, 0.938], [0.277, -0.608, -1.854], [-0.372, -1.169, 1.578], [1.611, 1.575, 0.992], [3.037, 3.373, 4.372], [-1.856, 2.364, -1.825], [-1.239, 0.894, 0.548], [-2.868, -0.540, 0.508], [-1.069, 0.061, -2.162], [1.247, 0.741, 1.307], [1.762, -1.518, -0.201], [-2.313, -1.927, 0.896], [-1.248, 0.790, -2.543], [1.210, -0.376, -0.137], [2.242, 2.340, -1.239], [0.316, 0.209, 0.100], [0.049, -1.536, -0.625], [0.804, -1.636, -3.617], [0.102, -1.209, -1.071], [-0.280, -0.079, -0.173]],
  "nbo_charge": [-0.819, -0.355, -0.481, 0.075, -0.098, -0.249, -0.434, -0.399, -0.104, 0.185, 0.209, 0.180, 0.211, 0.213, 0.216, 0.187, 0.323, 0.349, 0.196, 0.216, 0.180, 0.199]
}